Entry 1:
7 unconnected molecules or ions with the total composition C13H28Br12FNP, computed with ωB97M-V/def2-TZVPD.

Each line ends with the natural charge from an NBO analysis.
CARTESIAN COORDINATES (ANGSTROEM)
1 N -0.25 2.21 -4.39  -1.377
2 P -1.32 1.13 -3.89  1.305
3 C -2.88 1.76 -3.39  -0.615
4 F -3.82 0.64 -3.46  -0.464
5 H 0.57 2.21 -3.80  0.343
6 H -1.52 0.14 -4.90  -0.163
7 H -0.83 0.37 -2.81  -0.138
8 H -3.15 2.45 -4.18  0.135
9 Br 0.26 2.43 -0.92  0.023
10 C 0.29 1.82 0.92  -0.475
11 C -1.08 1.39 1.37  -0.442
12 Br -2.20 2.94 1.77  -0.038
13 H 0.69 2.62 1.54  0.219
14 H 0.98 0.97 0.94  0.228
15 H -1.03 0.82 2.29  0.220
16 H -1.60 0.82 0.61  0.246
17 Br 0.21 -1.97 1.26  0.009
18 C 0.16 -2.64 3.08  -0.460
19 C -1.24 -3.02 3.48  -0.450
20 Br -2.35 -1.46 3.84  -0.017
21 H 0.57 -1.87 3.72  0.228
22 H 0.80 -3.51 3.10  0.227
23 H -1.24 -3.60 4.40  0.221
24 H -1.75 -3.59 2.70  0.239
25 Br -0.02 7.11 -2.93  -0.021
26 C -0.23 6.32 -1.17  -0.455
27 C 0.96 6.62 -0.29  -0.438
28 Br 2.50 5.55 -0.78  -0.027
29 H -0.37 5.25 -1.32  0.261
30 H -1.13 6.75 -0.75  0.226
31 H 0.74 6.37 0.74  0.225
32 H 1.26 7.66 -0.36  0.221
33 Br -4.41 -8.30 5.12  -0.015
34 C -4.34 -6.37 4.93  -0.446
35 C -4.29 -5.94 3.49  -0.447
36 Br -2.54 -6.26 2.70  -0.017
37 H -3.47 -6.04 5.49  0.229
38 H -5.24 -5.99 5.41  0.231
39 H -4.46 -4.87 3.41  0.238
40 H -5.00 -6.47 2.88  0.234
41 Br 1.72 -4.29 -3.59  -0.014
42 C 0.68 -4.80 -2.03  -0.446
43 C -0.80 -4.58 -2.24  -0.468
44 Br -1.27 -2.70 -2.16  0.030
45 H 1.05 -4.22 -1.20  0.232
46 H 0.88 -5.85 -1.86  0.217
47 H -1.36 -5.07 -1.45  0.221
48 H -1.13 -4.95 -3.21  0.227
49 Br 8.15 4.30 -0.01  -0.029
50 C 7.23 4.11 -1.72  -0.438
51 C 5.74 4.06 -1.57  -0.459
52 Br 5.13 2.35 -0.87  -0.004
53 H 7.63 3.21 -2.19  0.228
54 H 7.52 4.98 -2.31  0.226
55 H 5.25 4.17 -2.54  0.239
56 H 5.36 4.82 -0.89  0.236

Summary:
Spin multiplicity ... 1
Energy above the lowest of the compared OMol25 structures with the same formula, charge and spin ... 0.2566 eV
Total charge ... -1
DFT total energy ... -867940.4859 eV
HOMO-LUMO gap ... 4.2 eV

Entry 2:
A molecular structure, C13H28ClNO2Y in a non-equilibrium geometry, computed with ωB97M-V/def2-TZVPD.

Each line ends with the natural charge from an NBO analysis.
CARTESIAN COORDINATES (ANGSTROEM)
1 Y 5.81 -10.58 -5.09  2.271
2 C 5.87 -20.59 -10.58  -0.644
3 C 5.05 -19.33 -10.30  -0.407
4 C 3.76 -19.09 -11.31  -0.217
5 N 2.98 -17.74 -11.18  -0.230
6 C 1.88 -17.60 -12.32  -0.217
7 C 0.87 -16.52 -11.98  -0.426
8 C 0.24 -16.84 -10.58  -0.408
9 C 1.33 -16.74 -9.49  -0.441
10 C 2.34 -17.88 -9.72  -0.212
11 C 3.89 -16.44 -11.23  -0.393
12 H 6.89 -20.57 -10.20  0.245
13 H 6.23 -20.71 -11.60  0.236
14 H 5.42 -21.48 -10.15  0.234
15 H 5.73 -18.48 -10.24  0.210
16 H 4.69 -19.27 -9.27  0.205
17 H 2.98 -19.83 -11.49  0.238
18 H 4.23 -19.02 -12.29  0.217
19 H 1.42 -18.53 -12.66  0.249
20 H 2.37 -17.23 -13.22  0.228
21 H 0.04 -16.51 -12.69  0.265
22 H 1.32 -15.55 -11.79  0.204
23 H -0.27 -17.79 -10.39  0.222
24 H -0.54 -16.11 -10.40  0.233
25 H 0.80 -17.00 -8.57  0.240
26 H 1.73 -15.74 -9.28  0.206
27 H 1.85 -18.80 -9.40  0.255
28 H 3.20 -17.70 -9.07  0.211
29 H 4.66 -16.66 -10.48  0.226
30 H 3.16 -15.66 -11.00  0.222
31 H 4.23 -16.26 -12.25  0.244
32 Cl 5.76 -13.65 -7.42  -0.370
33 O 5.80 -13.35 -2.15  -0.684
34 C 5.93 -14.11 -1.22  0.848
35 O 5.73 -15.44 -1.20  -0.453
36 C 5.04 -16.02 -2.30  -0.101
37 C 5.14 -17.46 -2.10  -0.653
38 C 6.49 -13.47 0.05  -0.715
39 H 5.35 -15.75 -3.31  0.191
40 H 3.99 -15.83 -2.06  0.197
41 H 6.18 -17.77 -2.09  0.233
42 H 4.96 -18.15 -2.92  0.246
43 H 4.61 -17.75 -1.19  0.237
44 H 6.06 -12.48 0.20  0.235
45 H 7.58 -13.48 0.01  0.259
46 H 6.15 -14.01 0.94  0.262

Summary:
Spin multiplicity ... 1
Total charge ... +3
DFT total energy ... -33049.8344 eV
HOMO-LUMO gap ... 3.2 eV

Entry 3:
A molecular structure, C13H28CuN4O7 in a non-equilibrium geometry, computed with ωB97M-V/def2-TZVPD.

Each line ends with the natural charge from an NBO analysis.
CARTESIAN COORDINATES (ANGSTROEM)
1 Cu 1.61 1.36 1.14  0.088
2 C 3.70 4.09 -1.75  0.888
3 O 3.07 4.48 -0.74  -0.606
4 O 3.45 2.91 -2.01  -0.657
5 O 4.44 4.81 -2.40  -0.711
6 C 0.99 -3.65 -1.54  0.527
7 O 0.45 -3.28 -0.52  -0.617
8 N 0.47 -4.46 -2.44  -0.420
9 C 0.90 -4.63 -3.81  -0.397
10 C -0.82 -5.21 -2.06  -0.435
11 H 1.94 -3.26 -1.95  0.104
12 H 1.78 -3.99 -3.92  0.215
13 H 0.12 -4.26 -4.47  0.195
14 H 1.10 -5.67 -4.05  0.192
15 H -0.91 -5.41 -0.99  0.232
16 H -1.67 -4.59 -2.36  0.204
17 H -0.95 -6.21 -2.48  0.198
18 C -2.90 4.94 1.93  0.525
19 O -2.87 3.69 1.94  -0.627
20 N -3.84 5.69 2.50  -0.425
21 C -3.81 7.14 2.46  -0.395
22 C -4.87 5.04 3.22  -0.434
23 H -2.18 5.58 1.39  0.121
24 H -2.93 7.40 1.87  0.216
25 H -3.80 7.56 3.46  0.194
26 H -4.68 7.52 1.92  0.192
27 H -5.89 5.42 3.17  0.196
28 H -4.85 3.96 3.07  0.253
29 H -4.66 5.12 4.29  0.185
30 C 5.63 -2.10 4.49  0.516
31 O 5.28 -1.67 3.38  -0.605
32 N 6.02 -3.38 4.75  -0.435
33 C 6.63 -3.74 6.03  -0.401
34 C 5.86 -4.45 3.80  -0.414
35 H 5.73 -1.36 5.29  0.119
36 H 6.15 -4.61 6.45  0.191
37 H 6.64 -2.91 6.74  0.217
38 H 7.66 -4.06 5.86  0.190
39 H 5.32 -4.29 2.86  0.252
40 H 6.82 -4.89 3.54  0.187
41 H 5.39 -5.26 4.35  0.184
42 C -4.62 -0.28 -3.81  0.528
43 O -5.48 -0.93 -4.44  -0.653
44 N -3.95 0.80 -4.26  -0.417
45 C -2.73 1.17 -3.65  -0.405
46 C -4.29 1.51 -5.47  -0.420
47 H -4.15 -0.59 -2.87  0.112
48 H -2.79 2.22 -3.37  0.199
49 H -1.94 1.15 -4.40  0.196
50 H -2.43 0.55 -2.80  0.226
51 H -4.63 2.52 -5.23  0.199
52 H -3.40 1.48 -6.09  0.198
53 H -5.11 1.02 -6.01  0.236

Summary:
Spin multiplicity ... 1
Energy above the lowest of the compared OMol25 structures with the same formula, charge and spin ... 6.4963 eV
Total charge ... -1
DFT total energy ... -78862.2954 eV
HOMO-LUMO gap ... 3.2 eV

Entry 4:
A molecular structure, C13H28InNO4P2 in a non-equilibrium geometry, computed with ωB97M-V/def2-TZVPD.

Each line ends with the natural charge from an NBO analysis.
CARTESIAN COORDINATES (ANGSTROEM)
1 C 1.64 -2.88 -2.36  -0.266
2 C 1.26 -1.66 -1.74  0.227
3 N 0.89 -1.71 -0.40  -0.597
4 C 1.12 -2.79 0.35  0.242
5 C 1.57 -3.97 -0.22  -0.347
6 C 1.81 -4.02 -1.60  -0.165
7 C 1.28 -0.40 -2.38  -0.849
8 P 1.13 1.12 -1.49  1.018
9 In -0.21 0.15 0.39  0.054
10 P -0.19 -1.34 2.40  0.971
11 C 0.91 -2.70 1.86  -0.745
12 O -1.58 -1.71 -5.07  -0.933
13 O -4.27 2.15 -3.48  -0.935
14 H 1.82 -2.88 -3.44  0.216
15 H 1.73 -4.83 0.43  0.204
16 H 2.17 -4.95 -2.05  0.212
17 C 2.78 1.78 -1.14  -0.962
18 C 0.23 2.36 -2.47  -0.955
19 H 0.47 -3.65 2.22  0.243
20 H 1.87 -2.56 2.38  0.250
21 H -1.99 -1.66 -5.94  0.464
22 H 1.36 -0.40 -3.47  0.236
23 C 0.36 -0.81 4.04  -0.966
24 C -1.76 -2.22 2.67  -0.959
25 H -1.86 0.90 0.72  0.041
26 H -4.08 3.01 -3.07  0.469
27 H -4.55 1.61 -2.74  0.467
28 H -2.33 -1.55 -4.46  0.470
29 H 1.17 2.48 1.63  0.158
30 H -1.62 1.51 0.27  0.039
31 H 3.24 2.08 -2.10  0.235
32 H 2.72 2.66 -0.47  0.235
33 H 3.40 1.00 -0.67  0.252
34 H 0.86 2.69 -3.31  0.229
35 H -0.71 1.93 -2.86  0.258
36 H 0.00 3.23 -1.83  0.259
37 H -1.65 -2.89 3.53  0.217
38 H -2.56 -1.49 2.87  0.238
39 H -2.03 -2.82 1.78  0.259
40 H -0.18 -1.40 4.80  0.232
41 H 1.44 -0.96 4.14  0.250
42 H 0.12 0.25 4.17  0.257
43 C -1.26 4.12 3.17  -0.268
44 O -0.33 3.10 2.78  -0.522
45 C 0.30 3.17 1.62  0.618
46 O -0.03 3.87 0.67  -0.639
47 H -0.72 4.93 3.68  0.190
48 H -1.94 3.64 3.88  0.194
49 H -1.81 4.51 2.31  0.206

Summary:
Spin multiplicity ... 1
Energy above the lowest of the compared OMol25 structures with the same formula, charge and spin ... 4.0957 eV
Total charge ... 0
DFT total energy ... -47360.9387 eV
HOMO-LUMO gap (spin up / spin down) ... 4.5 / 4.9 eV